1.
Density functional theory data (ωB97M-V with the def2-TZVPD basis set) for a cluster of 2 separate species, C2H8S in total.

For the orbital gap, the calculation gives 10.02 eV. The energy relative to the best compared isomer or geometry (same formula, charge and spin) comes out at 0.093 eV. The calculation puts the LUMO energy at 0.9161 eV. The calculation puts the energy at -479.16220 hartree. As for the SMILES: CS.C.

Atoms and positions in Å:
C -2.80508 -0.24639 -0.44283
H -2.96527 -1.31215 -0.58644
H -1.82783 0.05233 -0.81134
H -3.57371 0.28925 -0.99057
H -2.85740 -0.01626 0.61428
C 2.61081 0.61196 0.38134
S 1.84808 -0.82412 -0.50266
H 1.82140 1.10560 0.93917
H 3.06834 1.29346 -0.32774
H 3.37600 0.27325 1.07534
H 1.30464 -1.22692 0.65145

2.
Density functional theory data (ωB97M-V with the def2-TZVPD basis set) for a structure of composition Cl2O8Pb at a distorted geometry.

For the orbital gap, the calculation gives 2.24 eV. The energy relative to the best compared isomer or geometry (same formula, charge and spin) comes out at 8.194 eV. The calculation puts the LUMO energy at -6.7564 eV. The calculation puts the energy at -1714.24943 hartree.

Atoms and positions in Å:
Pb -15.18029 20.39615 -1.32190
Cl -18.77488 18.77181 -6.17697
O -18.53588 17.39216 -5.69587
O -20.03132 19.18176 -5.62945
O -17.72599 19.67258 -5.88982
O -18.91199 18.83995 -7.60371
Cl -12.18933 14.87652 -3.35091
O -12.41317 14.15004 -2.06218
O -13.30839 15.78989 -3.46495
O -11.10607 15.77579 -3.19730
O -12.07713 14.09696 -4.55078

3.
Density functional theory data (ωB97M-V with the def2-TZVPD basis set) for an isolated molecule of C3H8NPS at a distorted geometry.

For the orbital gap, the calculation gives 9.33 eV. The energy relative to the best compared isomer or geometry (same formula, charge and spin) comes out at 0.825 eV. The calculation puts the LUMO energy at 0.8014 eV. The calculation puts the energy at -913.35355 hartree. As for the SMILES: CP1NCCS1.

Atoms and positions in Å:
C -1.04644 0.57208 -0.64033
C -0.95016 -0.74389 -1.35312
C 1.34446 -0.30988 1.78537
N 0.12109 1.28275 -0.30724
P 1.67007 -0.08311 0.03187
S 0.43489 -1.70443 -0.62059
H -1.59375 1.45304 -1.12808
H -1.60797 0.33826 0.23628
H -1.77446 -1.45546 -1.15120
H -0.76955 -0.58475 -2.35986
H 0.23289 -0.33336 1.83922
H 1.66403 0.70958 2.29321
H 1.73827 -0.99740 2.49748
H 0.53664 1.85657 -1.12301

4.
Density functional theory data (ωB97M-V with the def2-TZVPD basis set) for an isolated molecule of C4H6O at a distorted geometry.

For the orbital gap, the calculation gives 9.80 eV. The energy relative to the best compared isomer or geometry (same formula, charge and spin) comes out at 2.773 eV. The calculation puts the LUMO energy at 1.1726 eV. The calculation puts the energy at -231.12182 hartree. As for the SMILES: C=COC=C.

Atoms and positions in Å:
C -2.39618 -0.37436 -0.03654
C -1.28234 0.47409 -0.12418
C 1.34545 0.39044 0.10099
C 2.42378 -0.33294 -0.14545
H -3.34724 0.18677 -0.29388
H -2.25669 -1.45865 0.06283
H -1.19939 1.58770 -0.13866
H 1.23992 1.37311 -0.01391
H 2.33737 -1.48370 -0.34317
H 3.21524 0.26873 -0.07287
O -0.06668 -0.17717 0.25384

5.
Density functional theory data (ωB97M-V with the def2-TZVPD basis set) for the ion C4H9N2 with charge +1 at a distorted geometry.

For the orbital gap, the calculation gives 8.76 eV. The energy relative to the best compared isomer or geometry (same formula, charge and spin) comes out at 4.266 eV. The calculation puts the LUMO energy at -3.8536 eV. The calculation puts the energy at -266.94251 hartree. As for the charge: +1. As for the SMILES: [H]/N=C1/C[C@]1(C)[NH3+].

Atoms and positions in Å:
C -1.56291 0.37262 0.27030
C -0.48987 1.17287 0.79991
C 0.21154 -0.00174 0.02330
C 0.91094 -1.17277 0.77296
N -2.68783 0.00463 0.04443
N 0.85802 0.35542 -1.27547
H -0.43565 2.16714 0.29550
H -0.45577 1.10363 1.92880
H 2.00920 -0.80021 0.84553
H 0.96892 -2.15185 0.21845
H 0.62994 -1.45157 1.75967
H -2.79537 -0.64785 -0.73606
H 1.59193 -0.35259 -1.60756
H 1.13664 1.31602 -1.37425
H 0.11027 0.08625 -1.96552

6.
Density functional theory data (ωB97M-V with the def2-TZVPD basis set) for a cluster of 4 separate species, C3H12NO3 in total.

For the orbital gap, the calculation gives 9.94 eV. The energy relative to the best compared isomer or geometry (same formula, charge and spin) comes out at 0.890 eV. The calculation puts the LUMO energy at -4.2917 eV. The calculation puts the energy at -401.71627 hartree. As for the charge: +1.

Atoms and positions in Å:
C 1.62416 0.55137 0.88662
C 1.38907 0.71577 2.17994
C 0.78793 -0.38410 -1.13869
N 0.62445 -0.07125 0.08363
H 2.55153 0.82332 0.40163
H 0.44466 0.49370 2.65802
H 2.18739 1.14594 2.76367
H -0.01719 -0.84393 -1.70639
H 1.70893 -0.12845 -1.63270
H -0.22265 -0.41117 0.60567
H -3.80351 -1.10031 -1.26475
H -3.64011 -2.56745 -0.85485
O -3.18871 -1.71484 -0.84890
H 0.74364 2.54371 -2.31860
H 2.01730 3.26443 -1.83304
O 1.59018 2.40296 -1.86426
H -2.15935 -1.40355 0.54445
H -1.61589 -1.93771 1.93223
O -1.51217 -1.25167 1.26864